Entry from the OMol25 dataset: a cluster of 2 separate species, C3H10N2O2 in total in a non-equilibrium geometry (ωB97M-V with the def2-TZVPD basis set).

Bonds (Å) are listed after each position.
Atoms and positions in Å:
1 N -1.34552 -0.25586 -2.07927  C2 1.440, H7 0.996, H8 1.004
2 C -1.46336 0.03791 -0.67423  N1 1.440, N3 1.506, H9 1.162, H10 1.109
3 N -0.22160 -0.21867 0.13833  C2 1.506, C4 1.461, H11 1.004
4 C 1.01438 0.12726 -0.56031  N3 1.461, C5 1.473, H12 1.093, H13 1.106
5 C 2.18693 -0.14422 0.28939  C4 1.473, O6 1.207, H14 1.133
6 O 3.27701 -0.11097 -0.22682  C5 1.207
7 H -1.55481 -1.15197 -2.45991  N1 0.996
8 H -1.07501 0.50837 -2.67209  N1 1.004
9 H -2.33018 -0.61308 -0.25684  C2 1.162
10 H -1.71084 1.10754 -0.52067  C2 1.109
11 H -0.13709 -1.19236 0.36737  N3 1.004
12 H 1.11534 -0.35073 -1.53762  C4 1.093
13 H 0.96151 1.18167 -0.89017  C4 1.106
14 H 2.11824 -0.39132 1.39339  C5 1.133
15 O -2.35092 0.51297 2.86871  H16 0.962, H17 0.960
16 H -2.06455 1.32784 2.44613  O15 0.962
17 H -2.03845 -0.23248 2.35074  O15 0.960

## Properties
* gap between HOMO and LUMO: 10.1 eV
* electronic energy: -380.2510 Ha
* LUMO: 0.7 eV
* ΔE to the lowest compared entry with this formula, charge and spin: 2.3322 eV
* HOMO level: -9.4 eV

Results of the Löwdin charge analysis, in e, for atoms 1 through 8: number 1, N, carries 0.000; number 2, C, carries -0.299; number 3, N, carries -0.084; number 4, C, carries -0.232; number 5, C, carries -0.259; number 6, O, carries 0.042; number 7, H, carries 0.066; number 8, H, carries 0.071



Entry from the OMol25 dataset: a cluster of 2 separate species, C3H10N2O2 in total (ωB97M-V with the def2-TZVPD basis set).

Bonds (Å) are listed after each position.
Atoms and positions in Å:
1 C -0.47472 -0.51681 1.27183  N2 1.448, H7 1.081, H8 1.084, H9 1.092
2 N 0.26210 0.47981 0.52392  C1 1.448, C3 1.361, H10 1.008
3 C -0.30615 1.60591 0.01258  N2 1.361, O4 1.214, C5 1.525
4 O -1.35896 2.07125 0.39844  C3 1.214
5 C 0.49614 2.24390 -1.11634  C3 1.525, N6 1.459, H11 1.093, H12 1.088
6 N 0.55175 1.35582 -2.27213  C5 1.459, H13 1.011, H14 1.010
7 H 0.03002 -0.80414 2.18350  C1 1.081
8 H -1.45992 -0.10956 1.46572  C1 1.084
9 H -0.66536 -1.39778 0.65598  C1 1.092
10 H 1.10783 0.16736 0.07290  N2 1.008
11 H 1.51757 2.43970 -0.77861  C5 1.093
12 H 0.02698 3.20095 -1.33289  C5 1.088
13 H -0.31191 1.38048 -2.79624  N6 1.011
14 H 1.32067 1.56336 -2.89392  N6 1.010
15 O -0.23025 -4.20934 1.33701  H16 0.964, H17 0.965
16 H -0.79547 -4.97303 1.17178  O15 0.964
17 H 0.28968 -4.49786 2.09649  O15 0.965

## Properties
* gap between HOMO and LUMO: 10.0 eV
* electronic energy: -380.3026 Ha
* LUMO: 0.8 eV
* ΔE to the lowest compared entry with this formula, charge and spin: 0.9282 eV
* HOMO level: -9.2 eV

Results of the Löwdin charge analysis, in e, for atoms 1 through 8: number 1, C, carries -0.069; number 2, N, carries 0.003; number 3, C, carries -0.512; number 4, O, carries 0.051; number 5, C, carries -0.201; number 6, N, carries 0.001; number 7, H, carries 0.076; number 8, H, carries 0.079



Entry from the OMol25 dataset: a cluster of 2 separate species, C3H10N2O2 in total in a non-equilibrium geometry (ωB97M-V with the def2-TZVPD basis set).

Bonds (Å) are listed after each position.
Atoms and positions in Å:
1 H 1.46914 -3.83499 -0.23300  N2 1.033
2 N 1.66767 -2.83601 -0.40505  H1 1.033, C3 1.264
3 C 0.92598 -1.96044 0.12435  N2 1.264, N4 1.363, H8 1.115
4 N 1.18788 -0.62407 0.18921  C3 1.363, C5 1.440, H9 1.070
5 C 0.23906 0.24240 0.83906  N4 1.440, C6 1.533, H10 1.133, H11 1.087
6 C -1.13557 0.05220 0.18815  C5 1.533, O7 1.447, H12 1.134, H13 1.107
7 O -1.85763 -1.04479 0.79602  C6 1.447, H14 1.020
8 H -0.03717 -2.10215 0.66872  C3 1.115
9 H 2.10276 -0.24690 -0.21732  N4 1.070
10 H 0.06980 -0.02915 1.92543  C5 1.133
11 H 0.64410 1.24105 0.69902  C5 1.087
12 H -1.04548 -0.21859 -0.90927  C6 1.134
13 H -1.76826 0.95343 0.29812  C6 1.107
14 H -2.80462 -1.05202 0.41722  O7 1.020
15 O 0.17339 4.23958 -1.31415  H16 0.997, H17 0.982
16 H -0.45864 3.82491 -1.96493  O15 0.997
17 H 0.62758 3.39553 -1.10159  O15 0.982

## Properties
* gap between HOMO and LUMO: 9.2 eV
* electronic energy: -380.2469 Ha
* LUMO: 0.4 eV
* ΔE to the lowest compared entry with this formula, charge and spin: 2.4432 eV
* HOMO level: -8.8 eV

Results of the Löwdin charge analysis, in e, for atoms 1 through 8: number 1, H, carries 0.041; number 2, N, carries 0.054; number 3, C, carries -0.364; number 4, N, carries -0.048; number 5, C, carries -0.197; number 6, C, carries -0.258; number 7, O, carries -0.138; number 8, H, carries 0.118



Entry from the OMol25 dataset: a cluster of 2 separate species, C3H10N2O2 in total (ωB97M-V with the def2-TZVPD basis set).

Bonds (Å) are listed after each position.
Atoms and positions in Å:
1 C -0.28015 -0.51788 2.12255  N2 1.448, H7 1.088, H8 1.096, H9 1.093
2 N 0.05487 0.10603 0.85911  C1 1.448, C3 1.357, H10 1.007
3 C -0.76507 1.00620 0.26059  N2 1.357, O4 1.216, C5 1.530
4 O -1.86008 1.29991 0.70100  C3 1.216
5 C -0.20230 1.62870 -1.01826  C3 1.530, N6 1.449, H11 1.096, H12 1.092
6 N 0.34430 0.62952 -1.91429  C5 1.449, H13 1.008, H14 1.015
7 H -0.96824 0.12963 2.66267  C1 1.088
8 H -0.71658 -1.51895 2.03198  C1 1.096
9 H 0.60974 -0.55793 2.75582  C1 1.093
10 H 0.98265 -0.04942 0.50075  N2 1.007
11 H 0.61627 2.28963 -0.71173  C5 1.096
12 H -1.00327 2.23491 -1.44548  C5 1.092
13 H -0.36223 0.26019 -2.53175  N6 1.008
14 H 1.09972 1.01039 -2.47561  N6 1.015
15 O 2.05239 -3.21227 -0.74172  H16 0.964, H17 0.964
16 H 2.04352 -2.74941 0.10413  O15 0.964
17 H 1.16428 -3.58043 -0.81713  O15 0.964

## Properties
* gap between HOMO and LUMO: 10.0 eV
* electronic energy: -380.3029 Ha
* LUMO: 0.6 eV
* ΔE to the lowest compared entry with this formula, charge and spin: 0.9201 eV
* HOMO level: -9.4 eV

Results of the Löwdin charge analysis, in e, for atoms 1 through 8: number 1, C, carries -0.080; number 2, N, carries 0.002; number 3, C, carries -0.509; number 4, O, carries 0.048; number 5, C, carries -0.199; number 6, N, carries 0.001; number 7, H, carries 0.080; number 8, H, carries 0.082



Entry from the OMol25 dataset: a cluster of 2 separate species, C3H10N2O2 in total in a non-equilibrium geometry (ωB97M-V with the def2-TZVPD basis set).

Bonds (Å) are listed after each position.
Atoms and positions in Å:
1 C 0.02763 -1.44642 0.03216  C3 1.556, N4 1.227, O6 1.345
2 C -1.97234 2.16875 -1.44459  H8 1.156, H9 1.080, H10 1.073
3 C 1.05098 -0.34252 0.42722  C1 1.556, N5 1.466, H11 1.185, H12 1.106
4 N -1.07977 -1.33569 -0.48535  C1 1.227, O7 1.429
5 N 2.10615 -0.94876 1.24467  C3 1.466, H13 1.077, H14 0.998, H15 1.036
6 O 0.46944 -2.69368 0.27536  C1 1.345, H16 0.972
7 O -1.72062 -0.12456 -0.89233  N4 1.429, H17 1.046
8 H -3.07254 2.29668 -1.11194  C2 1.156
9 H -1.26467 2.30781 -0.64090  C2 1.080
10 H -1.74225 2.19005 -2.49201  C2 1.073
11 H 1.43888 0.11736 -0.59376  C3 1.185
12 H 0.71363 0.55932 0.97065  C3 1.106
13 H 2.15573 -0.39392 2.16622  N5 1.077
14 H 3.06381 -0.96388 0.96529  N5 0.998
15 H 1.89173 -1.96136 1.29806  N5 1.036
16 H 0.26133 -3.45401 -0.29293  O6 0.972
17 H -2.68186 -0.40137 -1.19779  O7 1.046

## Properties
* gap between HOMO and LUMO: 7.1 eV
* electronic energy: -379.4378 Ha
* LUMO: -11.2 eV
* ΔE to the lowest compared entry with this formula, charge and spin: 5.6404 eV
* net charge: +2
* HOMO level: -18.3 eV

Results of the Löwdin charge analysis, in e, for atoms 1 through 8: number 1, C, carries -0.369; number 2, C, carries 0.501; number 3, C, carries -0.042; number 4, N, carries 0.125; number 5, N, carries 0.193; number 6, O, carries 0.102; number 7, O, carries -0.081; number 8, H, carries 0.140



Entry from the OMol25 dataset: a cluster of 2 separate species, C3H10N2O2S in total in a non-equilibrium geometry (ωB97M-V with the def2-TZVPD basis set).

Bonds (Å) are listed after each position.
Atoms and positions in Å:
1 N -0.98447 0.15590 -1.19700  C2 1.485, H8 1.038, H10 1.010
2 C 0.19798 0.54792 -0.38818  N1 1.485, C3 1.553, C5 1.570, H11 1.096
3 C 0.23093 -0.42206 0.82383  C2 1.553, S4 1.840, H12 1.096, H13 1.067
4 S 0.45327 0.54532 2.37353  C3 1.840, H9 1.329
5 C 1.40958 0.05921 -1.25901  C2 1.570, N6 1.371, O7 1.197
6 N 2.61558 0.32012 -0.66131  C5 1.371, H14 1.004, H15 1.017
7 O 1.32310 -0.52659 -2.29889  C5 1.197
8 H -0.81024 0.42444 -2.18428  N1 1.038
9 H -0.68099 0.14245 2.93629  S4 1.329
10 H -0.89815 -0.84551 -1.09639  N1 1.010
11 H 0.19332 1.62171 -0.17061  C2 1.096
12 H 1.11784 -1.05846 0.72090  C3 1.096
13 H -0.56868 -1.12602 0.87588  C3 1.067
14 H 2.86432 0.86728 0.14315  N6 1.004
15 H 3.46665 -0.07150 -1.05677  N6 1.017
16 H -2.75855 -0.08325 0.23696  O18 0.960
17 H -4.00589 -0.06341 1.19488  O18 0.960
18 O -3.16556 -0.48755 1.00703  H16 0.960, H17 0.960

## Properties
* gap between HOMO and LUMO (alpha / beta): 10.2 / 4.8 eV
* electronic energy: -778.1397 Ha
* LUMO (alpha / beta): -4.1 / -9.4 eV
* spin multiplicity: 2
* ΔE to the lowest compared entry with this formula, charge and spin: 1.6881 eV
* net charge: +1
* ⟨S²⟩: 0.754
* HOMO level (alpha / beta): -14.3 / -14.1 eV

Results of the Löwdin charge analysis, in e, for atoms 1 through 8: number 1, N, carries 0.064; number 2, C, carries -0.318; number 3, C, carries -0.391; number 4, S, carries 1.164; number 5, C, carries -0.515; number 6, N, carries 0.165; number 7, O, carries 0.134; number 8, H, carries 0.122